1.
9
Properties=species:S:1:pos:R:3 method="wB97M-V/def2-TZVPD" lumo_energy_ev=4.3110 energy_ev=-10775.8707 e_above_lowest_kcal_mol=43.8 gap_ev=8.71 largest_force_ev_per_a=3.4 total_charge=-1 e_homo_ev=-4.400
C 0.925 0.873 -0.361
C 0.101 -1.202 0.170
C -1.612 0.554 0.930
N 0.289 0.096 0.496
O 0.931 0.973 -1.627
O -0.312 -2.116 0.876
O -2.252 0.485 0.007
H 1.377 1.712 0.270
H 0.554 -1.375 -0.761

=====

2.
10
Properties=species:S:1:pos:R:3 method="wB97M-V/def2-TZVPD" lumo_energy_ev="6.9464 / 6.9448" energy_ev=-20061.1590 e_above_lowest_kcal_mol=90.3 gap_ev="6.66 / 6.71" largest_force_ev_per_a=4.5 total_charge=-2 e_homo_ev="0.288 / 0.238"
C 2.654 0.029 0.166
C 1.677 0.926 -0.009
C -0.429 -0.297 0.217
N 3.643 -0.493 0.492
O -1.194 -0.442 -1.097
O -3.095 -0.991 0.556
O -2.590 1.469 0.002
P -2.118 0.042 0.119
H 1.330 0.838 -1.076
H 0.122 -1.082 0.631